Computed, not measured: 6 unconnected molecules or ions with the total composition C94H59BrCl2F7N2O13PS, with ωB97M-V/def2-TZVPD.

```
180
Properties=species:S:1:pos:R:3:forces:R:3
C -1.217 0.527 6.155 -0.1555 -0.2527 0.1522
C -2.425 0.952 5.330 0.5728 0.5192 -0.2269
C -2.349 0.574 3.818 -0.7631 -0.1480 0.3387
C -3.778 0.359 3.247 0.2974 -0.4360 0.6875
C -1.429 -0.617 3.557 -0.3070 0.7768 0.0089
C -1.787 -1.852 4.092 0.1431 -0.3295 0.3742
N -2.973 -1.948 4.914 0.5467 0.3438 -0.9695
C -3.925 -2.520 4.427 1.3278 0.9116 1.0672
O -4.855 -3.078 4.074 -1.9298 -1.0776 -0.7268
C -1.023 -3.004 3.898 -0.5820 0.3451 0.3576
P -1.345 -4.710 4.567 0.8427 -0.5144 -0.3457
O -2.615 -5.210 3.655 -0.1686 0.4274 0.8847
Cl -2.126 -4.327 6.454 -0.1153 -0.0588 -0.2042
C 0.125 -2.908 3.124 -0.3422 -0.6316 0.3634
C 0.508 -1.688 2.604 0.8743 0.1803 -0.7762
C -0.245 -0.528 2.811 -0.0188 -0.5332 -0.0079
C 0.218 0.794 2.222 -0.6311 0.0401 0.2713
F 0.108 1.763 3.173 -0.1038 0.2306 -0.0754
F 1.520 0.816 1.875 0.0895 0.1144 0.0553
C -0.553 1.276 0.942 1.0576 -0.1549 -0.0646
F -1.874 1.132 1.051 -0.1321 0.1001 0.1780
F -0.236 2.578 0.778 -0.3921 0.1003 -0.1074
C -0.122 0.557 -0.369 -0.9293 0.0791 -0.5161
F -0.171 -0.765 -0.221 0.1784 0.0732 -0.0171
F 1.064 0.952 -0.806 -0.0341 -0.3259 0.2889
F -1.034 0.879 -1.309 0.3096 0.0328 0.1431
S 2.011 -1.680 1.639 0.2334 -0.0892 0.0185
C 1.852 -3.238 0.838 -0.3191 0.4500 0.8249
C 2.280 -3.411 -0.454 0.3650 0.3958 -0.8247
Br 3.053 -1.960 -1.409 0.0375 -0.1776 -0.0389
C 2.166 -4.634 -1.083 -0.1683 -0.2555 0.3636
C 1.581 -5.671 -0.381 0.0315 -0.4284 0.1669
C 1.130 -5.528 0.929 -0.0115 0.3051 -0.0190
C 0.527 -6.668 1.708 0.0100 0.2959 -0.2414
C -0.494 -7.469 0.953 -0.0525 -0.2718 0.0951
O -0.779 -7.396 -0.189 -0.1001 0.1181 -0.3425
Cl -1.329 -8.671 1.984 0.1206 0.0894 0.0643
C 1.282 -4.285 1.546 -0.2209 -0.7309 -0.1367
N 0.857 -4.118 2.898 0.6762 0.7611 -0.2614
C 1.899 -4.439 3.914 -0.3526 -0.3555 0.6250
C 2.331 -3.303 4.836 -0.0336 -0.4290 -0.0719
H -1.222 -0.545 6.344 0.0801 -0.0859 0.0027
H -0.287 0.782 5.656 0.1342 0.0331 -0.1084
H -1.205 1.020 7.124 -0.0960 0.0910 0.1054
H -2.438 2.042 5.364 -0.2343 0.1281 -0.0261
H -3.359 0.626 5.776 -0.0198 -0.2604 0.0757
H -2.008 1.466 3.325 0.4897 -0.0883 -0.1425
H -4.211 1.296 2.915 0.0109 0.0599 -0.2739
H -4.402 -0.013 4.052 -0.3030 0.0196 0.0248
H -3.801 -0.402 2.471 -0.0058 0.2225 -0.3681
H -3.452 -4.969 4.084 -0.1837 -0.1320 -0.4577
H 2.523 -4.791 -2.086 0.0350 0.1013 -0.1552
H 1.472 -6.640 -0.840 0.0419 -0.0357 -0.2042
H 1.309 -7.349 2.043 -0.0715 -0.1778 0.1793
H 0.022 -6.269 2.583 0.0785 -0.0916 0.2684
H 2.756 -4.909 3.441 0.0684 0.1931 -0.4072
H 1.472 -5.211 4.561 -0.0232 -0.1394 0.0108
H 2.659 -2.426 4.291 -0.0089 0.1854 0.0282
H 3.156 -3.668 5.443 0.1634 -0.0087 0.0164
H 1.532 -3.074 5.537 -0.1072 0.3279 -0.0393
O -0.108 9.895 2.355 0.0861 -0.1192 -0.2559
C 0.188 9.178 1.419 -0.0550 0.1901 0.1853
C 0.459 7.728 1.620 0.0183 -0.0126 -0.0530
C 0.355 7.183 2.895 -0.0148 -0.0791 0.0393
C 0.569 5.827 3.088 -0.0084 0.0377 -0.0868
C 0.887 5.012 2.007 0.0692 0.1078 0.1032
C 1.007 5.553 0.739 0.0216 -0.1518 0.0447
C 0.801 6.910 0.540 -0.0396 0.1267 -0.0149
C 0.955 7.473 -0.831 -0.0223 0.0881 0.0502
O 1.304 6.770 -1.757 -0.4231 0.6526 0.2174
C 0.667 8.920 -1.032 0.0009 -0.0286 0.1033
C 0.771 9.461 -2.307 -0.0079 0.0863 -0.1247
C 0.476 10.798 -2.515 -0.0170 0.0263 0.0490
C 0.076 11.600 -1.452 0.0263 -0.0541 -0.0524
C -0.018 11.068 -0.177 -0.0186 0.1146 -0.0370
C 0.281 9.729 0.039 0.0133 -0.0914 -0.0461
H 0.105 7.819 3.733 0.0047 0.0862 -0.0509
H 0.485 5.403 4.080 0.0093 0.0015 -0.0033
H 1.046 3.956 2.156 0.0407 -0.0345 0.0579
H 1.261 4.921 -0.101 0.0080 0.0664 -0.0372
H 1.078 8.834 -3.131 0.0005 -0.0837 0.0519
H 0.555 11.217 -3.510 0.0009 -0.0014 -0.0009
H -0.161 12.642 -1.619 0.0060 0.0034 0.0014
H -0.325 11.690 0.653 0.0277 -0.0795 0.0720
O -5.469 -12.842 -3.173 -0.0059 0.0194 0.0205
C -5.458 -11.831 -2.502 0.0143 -0.1838 -0.1366
C -6.620 -11.473 -1.640 0.0478 0.1026 0.0433
C -7.716 -12.325 -1.593 -0.1328 -0.0631 0.0430
C -8.789 -12.026 -0.770 0.0143 0.0436 0.0250
C -8.770 -10.874 0.010 0.0168 -0.0346 -0.0427
C -7.687 -10.015 -0.044 -0.1421 -0.0075 0.0736
C -6.611 -10.307 -0.873 0.0511 -0.0896 -0.0700
C -5.460 -9.361 -0.932 0.0212 0.2005 0.1180
O -5.478 -8.322 -0.305 -0.0089 -0.0232 -0.0128
C -4.290 -9.728 -1.777 -0.0717 -0.0944 -0.0387
C -3.193 -8.879 -1.818 0.1436 0.0814 -0.0507
C -2.083 -9.219 -2.575 -0.0298 -0.0927 -0.0727
C -2.067 -10.412 -3.293 -0.0019 0.0739 0.0265
C -3.165 -11.256 -3.265 0.1438 -0.0069 -0.0744
C -4.281 -10.917 -2.511 -0.0498 0.0745 0.0913
H -7.724 -13.221 -2.198 0.1070 0.0157 -0.0322
H -9.640 -12.692 -0.732 -0.0020 -0.0019 0.0013
H -9.605 -10.648 0.661 -0.0071 0.0033 -0.0048
H -7.671 -9.116 0.557 0.0950 0.0378 -0.0513
H -3.203 -7.956 -1.256 -0.0740 -0.0402 0.0715
H -1.228 -8.558 -2.602 -0.0003 0.0088 0.0368
H -1.196 -10.680 -3.878 -0.0105 0.0116 -0.0277
H -3.157 -12.181 -3.824 -0.1070 -0.0172 0.0197
O 0.248 -4.785 -9.535 0.0012 -0.0255 0.0124
C 0.174 -5.839 -8.938 0.0064 0.1971 -0.1135
C 0.998 -7.011 -9.349 -0.0470 -0.0748 0.0923
C 1.877 -6.880 -10.417 0.1141 -0.0276 -0.1014
C 2.676 -7.948 -10.789 -0.0121 -0.0389 0.0368
C 2.602 -9.151 -10.095 -0.0148 0.0534 -0.0175
C 1.718 -9.291 -9.040 0.1024 -0.0912 -0.0762
C 0.909 -8.226 -8.666 -0.0227 0.1204 -0.0184
C -0.050 -8.400 -7.539 -0.0271 -0.2056 0.1107
O -0.164 -9.470 -6.978 0.0226 0.0310 0.0068
C -0.859 -7.223 -7.116 0.0613 0.0497 -0.0961
C -1.733 -7.355 -6.046 -0.1306 0.0085 0.1761
C -2.470 -6.265 -5.616 0.0109 0.0636 -0.0324
C -2.337 -5.037 -6.255 0.0100 -0.0654 0.0059
C -1.476 -4.903 -7.332 -0.1021 0.0904 0.0817
C -0.737 -5.995 -7.770 0.0352 -0.1047 0.0289
H 1.934 -5.941 -10.950 -0.0674 0.0509 0.0737
H 3.362 -7.843 -11.619 0.0023 0.0001 -0.0018
H 3.236 -9.980 -10.381 -0.0040 -0.0043 -0.0076
H 1.653 -10.227 -8.501 -0.0913 0.0340 0.0564
H -1.835 -8.309 -5.547 0.0764 -0.0482 -0.0678
H -3.148 -6.370 -4.778 0.0026 -0.0071 0.0035
H -2.907 -4.183 -5.913 -0.0040 0.0024 -0.0018
H -1.372 -3.951 -7.834 0.0645 -0.0452 -0.0817
O 5.275 4.961 -6.002 0.0211 -0.0155 -0.0181
C 5.166 3.858 -5.509 -0.0312 0.2003 -0.0422
C 5.956 2.707 -6.029 -0.0286 -0.0849 0.0596
C 6.842 2.912 -7.078 0.1134 -0.0307 -0.1001
C 7.610 1.861 -7.549 -0.0111 -0.0409 0.0308
C 7.497 0.600 -6.973 -0.0134 0.0550 -0.0123
C 6.604 0.387 -5.937 0.1006 -0.0816 -0.0871
C 5.826 1.437 -5.465 -0.0166 0.1156 -0.0165
C 4.857 1.184 -4.361 -0.0493 -0.1194 0.1183
O 4.717 0.064 -3.911 -0.0578 -0.0025 0.0734
C 4.082 2.339 -3.825 0.0796 0.0188 -0.0980
C 3.199 2.141 -2.771 -0.1064 -0.0222 0.1498
C 2.499 3.214 -2.244 0.1673 0.0020 -0.1656
C 2.676 4.491 -2.765 0.0041 -0.0766 0.0252
C 3.544 4.692 -3.825 -0.0288 -0.0608 0.0458
C 4.246 3.620 -4.362 0.0559 -0.0758 -0.0159
H 6.931 3.895 -7.520 -0.0680 0.0473 0.0786
H 8.303 2.024 -8.364 0.0038 -0.0006 -0.0030
H 8.106 -0.217 -7.335 -0.0028 -0.0046 -0.0086
H 6.509 -0.592 -5.490 -0.0911 0.0304 0.0619
H 3.064 1.148 -2.361 0.0910 -0.0335 -0.0823
H 1.815 3.060 -1.421 0.0056 0.0005 -0.0114
H 2.134 5.328 -2.343 0.2856 -0.4778 -0.2326
H 3.684 5.682 -4.237 0.0525 -0.0271 -0.0816
O -0.516 11.828 9.931 0.0201 0.0068 -0.0271
C 0.054 12.146 8.907 -0.1153 -0.0578 0.1986
C 1.089 13.218 8.912 0.0209 -0.0083 -0.1187
C 1.415 13.840 10.111 0.0729 0.0890 0.1065
C 2.400 14.813 10.139 0.0178 0.0012 -0.0494
C 3.064 15.168 8.969 -0.0420 -0.0240 0.0315
C 2.732 14.562 7.770 0.0989 0.1126 0.0487
C 1.741 13.590 7.735 -0.0710 -0.0745 0.0667
C 1.384 12.960 6.431 0.0958 0.0632 -0.2018
O 1.915 13.323 5.402 -0.0077 -0.0099 0.0286
C 0.365 11.874 6.429 -0.0314 -0.0065 0.1276
C 0.042 11.249 5.231 -0.0129 -0.0626 -0.1012
C -0.881 10.218 5.216 -0.1547 -0.0286 0.3677
C -1.486 9.808 6.401 0.0761 0.0818 -0.0257
C -1.178 10.435 7.597 -0.1055 -0.1388 -0.0432
C -0.256 11.473 7.616 0.0978 0.0694 -0.0804
H 0.899 13.557 11.018 -0.0528 -0.0841 -0.0514
H 2.655 15.294 11.074 0.0018 0.0006 0.0020
H 3.841 15.921 8.996 -0.0039 0.0080 0.0000
H 3.242 14.839 6.858 -0.0714 -0.0618 -0.0633
H 0.516 11.566 4.313 0.0525 0.0374 0.0278
H -1.125 9.736 4.286 -0.0193 0.0074 -0.0912
H -2.202 8.995 6.389 -0.0125 0.0082 0.0002
H -1.649 10.120 8.518 0.0466 0.0909 0.0571
```
Positions in Å, forces in eV/Å.

As for the structure (SMILES): CC[C@H](C)c1c(N=C=O)c(P(O)Cl)c2c(c1C(F)(F)C(F)(F)C(F)(F)F)Sc1c(Br)ccc(CC(=O)Cl)c1N2CC.O=C1c2ccccc2C(=O)c2ccccc21.O=C1c2ccccc2C(=O)c2ccccc21.O=C1c2ccccc2C(=O)c2ccccc21.O=C1c2ccccc2C(=O)c2ccccc21.O=C1c2ccccc2C(=O)c2ccccc21. As for the spin multiplicity: 1. Its total charge is 0. For the frontier orbital gap, the calculation gives 7.3 eV.

These are the Mulliken partial charges, in e, on atoms 1 to 8: C -1.142; C -0.912; C 0.259; C -2.031; C 0.350; C 0.097; N -0.301; C 0.421